1.
Entry from the Open Molecules 2025 dataset: one molecule with the formula C25H21N5O4 (ωB97M-V with the def2-TZVPD basis set).

```
55
C25H21N5O4, DFT ωB97M-V with the def2-TZVPD basis set
C -4.97146 -0.47934 -1.95541
O -3.60399 -0.83133 -2.01114
C -2.63185 0.02816 -1.60544
C -1.36395 -0.25285 -2.10484
C -0.25759 0.48412 -1.73218
C -0.39934 1.54530 -0.85452
C 0.79402 2.30751 -0.35611
C 1.21189 1.78198 1.02907
N 1.58013 0.39087 0.96240
C 0.80864 -0.75602 0.95626
C -0.60738 -0.83421 1.29541
C -1.19595 -0.09741 2.32197
C -2.54902 -0.21905 2.59233
C -3.33751 -1.07716 1.84894
C -2.73858 -1.84941 0.86175
N -3.54945 -2.77728 0.10409
O -2.98318 -3.56898 -0.61117
O -4.75156 -2.71007 0.25513
C -1.38625 -1.74477 0.58399
N 1.46892 -1.83217 0.61998
C 2.74603 -1.43007 0.36521
N 3.78179 -2.13665 -0.00631
C 4.91156 -1.42424 -0.19376
C 6.07760 -2.10823 -0.60079
C 7.24262 -1.42680 -0.80543
C 7.30227 -0.03450 -0.61479
C 6.19605 0.66330 -0.22121
C 4.97606 -0.00594 0.00003
N 3.89765 0.71552 0.38934
C 2.82402 -0.00740 0.56287
C -1.66372 1.84299 -0.35914
C -2.78288 1.10193 -0.70602
O -4.03083 1.33627 -0.18800
C -4.21407 2.43470 0.66778
H -5.14610 0.51540 -2.36943
H -5.47800 -1.22529 -2.56702
H -5.36155 -0.52753 -0.93680
H -1.27466 -1.08403 -2.78550
H 0.71314 0.23165 -2.13153
H 1.63307 2.19096 -1.04325
H 0.56539 3.37027 -0.26272
H 0.39456 1.92063 1.73574
H 2.09594 2.32269 1.37709
H -0.59222 0.54589 2.94413
H -2.98868 0.35376 3.39514
H -4.39637 -1.17541 2.03207
H -0.93494 -2.36512 -0.17349
H 6.00529 -3.17523 -0.74069
H 8.13220 -1.95381 -1.11711
H 8.23596 0.48154 -0.78332
H 6.22015 1.73144 -0.06912
H -1.76215 2.66990 0.32699
H -5.27377 2.43213 0.91842
H -3.96224 3.37892 0.17439
H -3.62567 2.33245 1.58570
```

## Properties
LUMO energy ... -0.02480 Ha
ΔE to the lowest compared entry with this formula, charge and spin ... 0.0 kcal per mole
SMILES ... COc1ccc(CCn2c(-c3cccc([N+](=O)[O-])c3)nc3nc4ccccc4nc32)cc1OC
E ... -1539.94590 Eh
Charge ... 0
E_HOMO ... -8.287 eV

These are the Mulliken partial charges, in e, on atoms 1 to 5: atom 1 (C): -0.774, atom 2 (O): -0.425, atom 3 (C): 0.589, atom 4 (C): -1.083, atom 5 (C): -0.017

---

2.
Entry from the Open Molecules 2025 dataset: C25H22B2Cl3F2IrN2O4S3 as an isolated structure (ωB97M-V with the def2-TZVPD basis set).

```
64
C25H22B2Cl3F2IrN2O4S3, DFT ωB97M-V with the def2-TZVPD basis set
Ir 1.46573 -1.28293 0.57244
S 0.11301 -4.38476 3.66682
C 0.72932 -3.30615 2.52037
S 0.72732 -3.46913 0.78088
S 1.57724 -1.90934 2.90162
F -2.44634 -0.76066 -2.39045
B -1.73955 0.16423 -1.80716
F -2.34038 1.25781 -1.25232
C -5.58045 1.89757 4.69033
C -5.00555 1.97605 3.28034
C -5.77160 1.00079 2.33347
C -5.17194 3.41543 2.67714
C -3.53032 1.73140 3.28411
C -2.58409 2.77861 3.19793
C -1.27679 2.61782 2.74645
C -0.81874 1.35123 2.60467
O 0.46890 0.91444 2.36182
B 0.40288 -0.52938 2.28126
O -0.87309 -0.82844 2.80035
C -1.68718 0.29086 2.82171
C -3.02471 0.40879 3.19798
H -6.67417 1.95080 4.57438
H -5.20810 2.67447 5.38983
H -5.44553 0.93037 5.12609
H -6.85549 1.20745 2.41954
H -5.62549 -0.02810 2.64286
H -5.45952 1.07518 1.27880
H -6.21267 3.60584 2.47590
H -4.59995 3.52997 1.75571
H -4.80406 4.13872 3.36682
H -2.90270 3.74117 3.64593
H -0.70282 3.47859 2.55321
H -3.69789 -0.41998 3.08568
Cl 7.25487 -2.56967 -3.04351
C 5.89628 -3.70571 -3.06720
Cl 6.04799 -5.19671 -2.11307
H 5.69453 -3.96832 -4.12516
H 5.06285 -3.08735 -2.67220
O -0.36107 0.18297 -1.93542
C 0.49073 -0.74864 -2.30621
N 1.43602 -1.16947 -1.50290
C 2.37817 -1.94165 -2.25141
O 3.23683 -2.66278 -1.77554
C 2.00015 -1.72772 -3.70936
C 2.64362 -1.93983 -4.89216
C 1.95841 -1.59241 -6.07088
C 0.64980 -1.01603 -6.05044
C 0.06459 -0.78357 -4.79903
C 0.73875 -1.12412 -3.67718
H 3.48333 -2.67526 -4.96040
H 2.53148 -1.67219 -6.98737
H 0.10857 -0.85240 -6.94912
H -0.85490 -0.22652 -4.70123
Cl 3.45237 3.70419 -0.70258
C 3.72329 2.04479 -0.42662
C 4.75277 1.37140 -1.11952
C 4.96499 0.00613 -0.81630
C 4.13942 -0.67525 0.07030
N 2.95994 -0.03598 0.46090
C 2.82289 1.36770 0.38501
H 5.09865 1.85097 -2.04401
H 5.82324 -0.50486 -1.21979
H 4.25497 -1.75336 0.42594
H 2.10119 1.88296 0.99194
```

## Properties
Spin multiplicity ... 6
LUMO energy (spin up / spin down) ... 0.08221 / -0.02876 Ha
ΔE to the lowest compared entry with this formula, charge and spin ... 27.0 kcal per mole
E ... -4305.39363 Eh
Charge ... -1
E_HOMO (spin up / spin down) ... -2.698 / -5.669 eV

These are the Mulliken partial charges, in e, on atoms 1 to 5: atom 1 (Ir): 1.511, atom 2 (S): -0.157, atom 3 (C): 0.168, atom 4 (S): -0.368, atom 5 (S): -0.547

---

3.
Entry from the Open Molecules 2025 dataset: a 2-piece molecular cluster, C25H22Br2O2 overall (ωB97M-V with the def2-TZVPD basis set).

```
51
C25H22Br2O2, DFT ωB97M-V with the def2-TZVPD basis set
Br 7.33828 1.10160 -0.77733
C 5.48990 1.41896 -0.96711
C 4.94046 1.64617 -2.24249
C 3.58020 1.92278 -2.37495
C 2.71631 2.01989 -1.24231
C 1.35385 2.44172 -1.42157
C 0.41865 2.73612 -0.42682
C -0.97034 2.75740 -0.61603
C -1.90617 2.55559 0.46657
C -3.13282 1.83892 0.33680
C -3.95519 1.61064 1.44452
C -3.63814 2.17307 2.69331
Br -4.76408 1.90764 4.19015
C -2.42310 2.85213 2.85171
C -1.58714 3.05523 1.75748
C 3.29085 1.72342 0.02815
C 4.65364 1.44253 0.16242
H 5.59161 1.59662 -3.11322
H 3.16387 2.04686 -3.37720
H 1.02801 2.57142 -2.45067
H 0.79784 2.96761 0.57092
H -1.36290 2.79981 -1.63519
H -3.40870 1.41203 -0.63206
H -4.86213 1.02083 1.35671
H -2.15122 3.25210 3.82243
H -0.67256 3.63533 1.87759
H 2.63358 1.67901 0.89528
H 5.07382 1.22993 1.14345
C 2.82736 6.82807 -2.59859
C 1.64127 6.05776 -3.12888
O 0.52656 6.43704 -2.28860
C -0.68219 5.84485 -2.52264
C -1.62423 6.18286 -1.47784
C -3.01201 6.26793 -1.67618
C -3.64440 5.67914 -2.83275
C -5.02444 5.50531 -2.88784
C -5.84275 5.93400 -1.83066
C -5.27960 6.69282 -0.79100
C -3.90555 6.88231 -0.73074
O -0.84351 5.07595 -3.47556
H 3.75645 6.37585 -2.94186
H 2.80381 7.86432 -2.94124
H 2.83241 6.86140 -1.50916
H 1.44947 6.33547 -4.17752
H 1.81928 4.97080 -3.05766
H -1.19597 6.48921 -0.52293
H -2.98434 5.32732 -3.62627
H -5.46988 5.04462 -3.76992
H -6.91768 5.74342 -1.86202
H -5.93546 7.13093 -0.04084
H -3.46768 7.50178 0.05841
```

## Properties
LUMO energy ... -0.10000 Ha
ΔE to the lowest compared entry with this formula, charge and spin ... 52.5 kcal per mole
E ... -6264.23076 Eh
Charge ... 0
E_HOMO ... -5.904 eV

These are the Mulliken partial charges, in e, on atoms 1 to 5: atom 1 (Br): -0.166, atom 2 (C): 0.066, atom 3 (C): -0.522, atom 4 (C): -0.503, atom 5 (C): 0.687

---

4.
Entry from the Open Molecules 2025 dataset: C25H22BrIIrN2O4PS as an isolated structure (ωB97M-V with the def2-TZVPD basis set).

```
58
C25H22BrIIrN2O4PS, DFT ωB97M-V with the def2-TZVPD basis set
Ir 0.10812 -1.34199 -1.31861
O 2.13343 -0.29745 -1.52271
S 1.67157 0.56764 -2.68307
O 2.62050 0.84022 -3.68443
O 0.45134 -0.23975 -3.08469
C 1.01793 1.98162 -1.88568
C 0.93199 3.17244 -2.57610
C 0.27016 4.24737 -1.98145
C -0.31491 4.10017 -0.73807
C -0.22347 2.89304 -0.04287
C 0.46565 1.82261 -0.59461
P 0.72569 0.30946 0.37391
C -0.35917 0.13942 1.79567
C -0.16583 1.08527 2.81282
C -0.92312 1.01028 3.96970
C -1.84188 -0.01714 4.13954
C -2.01228 -0.97434 3.14760
C -1.27502 -0.89770 1.97672
C 2.33585 0.27374 1.08338
C 2.57557 -0.65956 2.10680
C 3.81084 -0.69562 2.72348
C 4.80242 0.19971 2.33484
C 4.57401 1.11952 1.31320
C 3.35487 1.14760 0.66971
H 1.37591 3.26572 -3.55973
H 0.20906 5.19310 -2.50296
H -0.84381 4.92977 -0.28788
H -0.68766 2.80908 0.93109
H 0.58610 1.85943 2.71613
H -0.78096 1.74781 4.74830
H -2.41049 -0.08322 5.05759
H -2.72239 -1.77754 3.29034
H -1.41478 -1.65096 1.21518
H 1.78893 -1.32791 2.43654
H 4.00113 -1.40502 3.51698
H 5.75922 0.19140 2.84033
H 5.35524 1.80709 1.01961
H 3.18297 1.86932 -0.11826
Br -4.29884 2.29183 -0.04937
C -3.49486 1.09146 -1.23224
C -3.97045 0.90134 -2.52142
C -3.32171 -0.01768 -3.33151
C -2.20845 -0.67326 -2.85806
N -1.73738 -0.47491 -1.60621
C -2.38742 0.38730 -0.80345
H -4.82944 1.45330 -2.88093
H -3.66721 -0.22065 -4.33548
H -1.68248 -1.38537 -3.47948
H -2.03656 0.49817 0.20804
N -1.75796 -4.88516 -0.16411
C -0.80983 -4.11109 -0.61442
O -0.99870 -2.84684 -0.56779
C 0.42308 -4.75892 -1.18023
I 1.89861 -3.32965 -1.69399
H -2.61733 -4.48620 0.19496
H -1.67874 -5.89417 -0.17752
H 0.17741 -5.31103 -2.08744
H 0.86557 -5.44309 -0.45770
```

## Properties
Spin multiplicity ... 2
LUMO energy (spin up / spin down) ... -0.40860 / -0.41844 Ha
ΔE to the lowest compared entry with this formula, charge and spin ... 18.4 kcal per mole
E ... -5090.90936 Eh
Charge ... +3
E_HOMO (spin up / spin down) ... -17.472 / -17.476 eV

These are the Mulliken partial charges, in e, on atoms 1 to 5: atom 1 (Ir): 2.509, atom 2 (O): -0.690, atom 3 (S): 1.339, atom 4 (O): -0.582, atom 5 (O): -0.737